Entry from OMol25: a molecular structure, C11H27I2OP2Sn at a distorted geometry (the ωB97M-V functional and the def2-TZVPD basis).

Geometry as XYZ:
```
44
Properties=species:S:1:pos:R:3
H 2.397 1.550 1.115
H -1.642 -0.751 3.387
H 3.957 -1.322 0.366
H 4.232 -0.072 -2.081
C 2.872 1.458 0.133
H -3.116 0.804 -2.917
H -2.636 -1.389 1.237
C 2.859 -1.404 0.251
H -4.463 -0.051 -2.094
H -1.224 0.281 1.461
C 1.672 0.146 3.227
H -0.038 1.566 1.540
P 2.297 -0.010 -0.727
H 3.969 1.373 0.259
H 2.567 0.115 2.598
H -4.203 -1.295 0.358
Sn -0.100 0.003 -0.655
H 2.886 -0.991 -2.832
H -2.634 1.569 1.105
O -0.114 -0.142 -3.986
H 1.913 -0.463 4.103
C -3.103 1.478 0.121
H 2.891 0.789 -2.907
P -2.539 0.004 -0.743
H 1.543 1.184 3.562
H -0.846 0.678 4.072
I -0.116 1.354 -7.336
C -0.689 -0.347 3.718
C 3.142 -0.077 -2.279
C -3.106 -1.384 0.244
C -0.119 0.483 1.386
C 0.385 -0.354 2.591
H 2.386 -1.406 1.241
C -3.372 -0.060 -2.289
H 2.650 2.362 -0.453
H -2.869 2.380 -0.464
H 2.624 -2.351 -0.255
H -3.117 -0.976 -2.840
I -0.116 -1.339 -7.237
H -4.199 1.399 0.242
H -0.351 -0.957 4.558
C -0.115 -0.085 -2.780
H -2.874 -2.335 -0.259
H 0.458 -1.414 2.261
```

Output
HOMO level (alpha / beta), hartree: -0.609 / -0.609
F_max, eV/A: 11.65
Total charge: +3
Gap between HOMO and LUMO (alpha / beta), eV: 2.8796 / 2.8844
Total energy, eV: -54470.6125
2S+1: 1
Relative energy (zero: lowest compared OMol25 entry of this formula, charge and spin), kcal/mol: 42.9